Entry i
Density functional theory data (wB97M-V/def2-TZVPD) for one molecule with the formula C17H29N5O7.

Properties
Kohn-Sham gap = 8.66 eV
SMILES string = COCCOCC(=O)NC[C@@]1(OC)CCN(C(=O)CCCn2c(O)nnc2O)C1

Last columns: bonded neighbours and bond lengths (Å).
Geometry (Å):
1 C -3.34 2.37 -3.89  O2 1.421, H30 1.088, H31 1.092, H32 1.093
2 O -3.12 1.64 -2.69  C1 1.421, C3 1.419
3 C -3.92 0.47 -2.62  O2 1.419, C4 1.508, H33 1.096, H34 1.095
4 C -3.29 -0.53 -1.69  C3 1.508, O5 1.420, H35 1.097, H36 1.093
5 O -3.10 0.06 -0.42  C4 1.420, C6 1.398
6 C -2.96 -0.84 0.64  O5 1.398, C7 1.526, H37 1.094, H38 1.097
7 C -1.50 -1.04 1.04  C6 1.526, O8 1.217, N9 1.357
8 O -0.63 -1.27 0.22  C7 1.217
9 N -1.28 -1.02 2.38  C7 1.357, C10 1.445, H39 1.005
10 C -0.01 -1.35 2.99  N9 1.445, C11 1.536, H40 1.093, H41 1.090
11 C 0.81 -0.13 3.42  C10 1.536, O12 1.417, C14 1.533, C29 1.533
12 O 0.00 0.84 4.05  C11 1.417, C13 1.412
13 C -0.52 0.46 5.31  O12 1.412, H42 1.087, H43 1.096, H44 1.094
14 C 2.02 -0.57 4.25  C11 1.533, C15 1.523, H45 1.092, H46 1.090
15 C 3.02 -1.04 3.21  C14 1.523, N16 1.461, H47 1.089, H48 1.093
16 N 2.70 -0.23 2.04  C15 1.461, C17 1.356, C29 1.459
17 C 3.52 -0.26 0.96  N16 1.356, O18 1.222, C19 1.511
18 O 4.50 -0.99 0.94  C17 1.222
19 C 3.18 0.62 -0.22  C17 1.511, C20 1.529, H49 1.093, H50 1.091
20 C 2.34 -0.12 -1.26  C19 1.529, C21 1.524, H51 1.092, H52 1.092
21 C 2.26 0.70 -2.54  C20 1.524, N22 1.450, H53 1.091, H54 1.090
22 N 1.19 0.27 -3.42  C21 1.450, C23 1.366, C27 1.362
23 C -0.14 0.59 -3.31  N22 1.366, O24 1.326, N25 1.296
24 O -0.51 1.40 -2.33  C23 1.326, H55 0.991
25 N -0.85 0.03 -4.23  C23 1.296, N26 1.406
26 N 0.03 -0.73 -5.01  N25 1.406, C27 1.288
27 C 1.20 -0.56 -4.50  N22 1.362, N26 1.288, O28 1.342
28 O 2.36 -1.09 -4.92  C27 1.342, H56 0.966
29 C 1.47 0.54 2.20  C11 1.533, N16 1.459, H57 1.090, H58 1.094
30 H -2.74 3.28 -3.84  C1 1.088
31 H -3.03 1.78 -4.76  C1 1.092
32 H -4.40 2.65 -3.99  C1 1.093
33 H -4.92 0.74 -2.28  C3 1.096
34 H -3.99 0.01 -3.61  C3 1.095
35 H -3.97 -1.40 -1.61  C4 1.097
36 H -2.33 -0.88 -2.09  C4 1.093
37 H -3.54 -0.46 1.49  C6 1.094
38 H -3.36 -1.83 0.39  C6 1.097
39 H -2.00 -0.64 2.97  N9 1.005
40 H -0.19 -2.00 3.85  C10 1.093
41 H 0.56 -1.93 2.26  C10 1.090
42 H -1.12 1.30 5.66  C13 1.087
43 H -1.16 -0.43 5.25  C13 1.096
44 H 0.27 0.27 6.04  C13 1.094
45 H 2.40 0.30 4.78  C14 1.092
46 H 1.78 -1.35 4.98  C14 1.090
47 H 4.06 -0.89 3.50  C15 1.089
48 H 2.91 -2.10 2.97  C15 1.093
49 H 2.66 1.53 0.09  C19 1.093
50 H 4.14 0.91 -0.66  C19 1.091
51 H 2.79 -1.09 -1.47  C20 1.092
52 H 1.33 -0.30 -0.88  C20 1.092
53 H 2.06 1.75 -2.30  C21 1.091
54 H 3.19 0.65 -3.10  C21 1.090
55 H -1.50 1.50 -2.37  O24 0.991
56 H 2.16 -1.64 -5.68  O28 0.966
57 H 0.84 0.49 1.32  C29 1.090
58 H 1.67 1.59 2.45  C29 1.094

Results of the Löwdin charge analysis, in e, for atoms 1 through 4: -0.082, -0.228, -0.186, -0.180



Entry ii
Density functional theory data (wB97M-V/def2-TZVPD) for one molecule with the formula C17H29N5O7.

Properties
Kohn-Sham gap = 9.27 eV
SMILES string = COCCOCC(=O)NC[C@@]1(OC)CCN(C(=O)CCCn2c(O)nnc2O)C1

Last columns: bonded neighbours and bond lengths (Å).
Geometry (Å):
1 C -3.63 6.66 -1.09  O2 1.415, H30 1.088, H31 1.095, H32 1.094
2 O -2.82 5.50 -1.16  C1 1.415, C3 1.420
3 C -3.31 4.57 -2.11  O2 1.420, C4 1.505, H33 1.096, H34 1.097
4 C -2.51 3.29 -2.04  C3 1.505, O5 1.409, H35 1.098, H36 1.096
5 O -2.78 2.67 -0.81  C4 1.409, C6 1.413
6 C -1.95 1.55 -0.55  O5 1.413, C7 1.517, H37 1.095, H38 1.093
7 C -1.94 1.23 0.93  C6 1.517, O8 1.218, N9 1.349
8 O -1.43 0.20 1.35  C7 1.218
9 N -2.50 2.16 1.71  C7 1.349, C10 1.440, H39 1.009
10 C -2.46 2.08 3.15  N9 1.440, C11 1.527, H40 1.094, H41 1.094
11 C -2.90 3.41 3.76  C10 1.527, O12 1.422, C14 1.535, C29 1.532
12 O -4.16 3.82 3.24  C11 1.422, C13 1.415
13 C -5.22 2.90 3.43  O12 1.415, H42 1.087, H43 1.094, H44 1.094
14 C -2.86 3.34 5.29  C11 1.535, C15 1.525, H45 1.092, H46 1.090
15 C -1.42 3.68 5.64  C14 1.525, N16 1.461, H47 1.088, H48 1.093
16 N -1.01 4.57 4.56  C15 1.461, C17 1.354, C29 1.458
17 C 0.09 5.36 4.69  N16 1.354, O18 1.222, C19 1.515
18 O 0.79 5.32 5.69  C17 1.222
19 C 0.38 6.32 3.56  C17 1.515, C20 1.535, H49 1.087, H50 1.093
20 C 1.87 6.33 3.18  C19 1.535, C21 1.523, H51 1.090, H52 1.091
21 C 2.06 6.46 1.67  C20 1.523, N22 1.458, H53 1.090, H54 1.089
22 N 1.58 5.27 0.97  C21 1.458, C23 1.368, C27 1.366
23 C 0.39 5.04 0.32  N22 1.368, O24 1.332, N25 1.292
24 O -0.53 6.00 0.23  C23 1.332, H55 0.985
25 N 0.32 3.84 -0.15  C23 1.292, N26 1.401
26 N 1.52 3.20 0.20  N25 1.401, C27 1.287
27 C 2.21 4.07 0.85  N22 1.366, N26 1.287, O28 1.339
28 O 3.43 3.91 1.39  C27 1.339, H56 0.967
29 C -1.92 4.53 3.42  C11 1.532, N16 1.458, H57 1.092, H58 1.093
30 H -3.19 7.33 -0.35  C1 1.088
31 H -3.68 7.17 -2.05  C1 1.095
32 H -4.65 6.40 -0.77  C1 1.094
33 H -4.36 4.35 -1.89  C3 1.096
34 H -3.24 4.99 -3.12  C3 1.097
35 H -2.80 2.65 -2.88  C4 1.098
36 H -1.44 3.51 -2.12  C4 1.096
37 H -2.30 0.66 -1.10  C6 1.095
38 H -0.92 1.76 -0.84  C6 1.093
39 H -2.94 2.96 1.27  N9 1.009
40 H -3.08 1.26 3.52  C10 1.094
41 H -1.43 1.85 3.47  C10 1.094
42 H -6.13 3.40 3.11  C13 1.087
43 H -5.08 1.99 2.82  C13 1.094
44 H -5.32 2.61 4.48  C13 1.094
45 H -3.54 4.11 5.68  C14 1.092
46 H -3.17 2.38 5.69  C14 1.090
47 H -1.30 4.18 6.60  C15 1.088
48 H -0.78 2.79 5.67  C15 1.093
49 H -0.23 6.10 2.68  C19 1.087
50 H 0.08 7.31 3.91  C19 1.093
51 H 2.39 7.15 3.67  C20 1.090
52 H 2.36 5.41 3.52  C20 1.091
53 H 1.50 7.31 1.27  C21 1.090
54 H 3.11 6.59 1.42  C21 1.089
55 H -1.29 5.64 -0.27  O24 0.985
56 H 3.70 3.00 1.22  O28 0.967
57 H -1.39 4.32 2.49  C29 1.092
58 H -2.48 5.46 3.31  C29 1.093

Results of the Löwdin charge analysis, in e, for atoms 1 through 4: -0.081, -0.227, -0.183, -0.197



It is entry ii that is most stable; the runner-up trails by 0.263 eV.



Entry i
Density functional theory data (wB97M-V/def2-TZVPD) for an isolated ion of composition C9H12NO2S and charge +1.

Properties
charge = +1
Kohn-Sham gap = 7.48 eV

Last columns: bonded neighbours and bond lengths (Å).
Geometry (Å):
1 C -1.54 -1.77 -1.21  C2 1.334, C3 1.432, H14 1.142
2 C -0.40 -2.28 -0.76  C1 1.334, C4 1.464, H15 1.141
3 C -2.28 -0.65 -0.72  C1 1.432, C8 1.368, H16 1.115
4 C 0.24 -2.07 0.54  C2 1.464, N10 1.310, H17 1.095
5 C 3.26 1.31 -0.36  C6 1.381, H18 1.083, H19 1.060
6 C 2.08 1.94 -0.66  C5 1.381, C9 1.483, H20 1.070
7 C -0.44 0.81 0.16  C8 1.415, O11 1.248, O12 1.297
8 C -1.78 0.50 -0.18  C3 1.368, C7 1.415, S13 1.772
9 C 1.17 2.50 0.37  C6 1.483, O12 1.420, H21 1.024, H22 1.171
10 N -0.32 -2.26 1.71  C4 1.310, H23 0.973, H24 1.057
11 O 0.36 -0.13 0.34  C7 1.248
12 O -0.18 2.07 0.32  C7 1.297, C9 1.420
13 S -2.87 1.87 0.14  C8 1.772, H25 1.375
14 H -2.24 -2.20 -2.02  C1 1.142
15 H 0.12 -2.96 -1.51  C2 1.141
16 H -3.35 -0.76 -1.02  C3 1.115
17 H 1.34 -2.05 0.47  C4 1.095
18 H 3.96 0.83 -1.03  C5 1.083
19 H 3.54 1.15 0.66  C5 1.060
20 H 2.01 2.13 -1.71  C6 1.070
21 H 0.99 3.51 0.42  C9 1.024
22 H 1.44 2.33 1.50  C9 1.171
23 H 0.17 -2.35 2.54  N10 0.973
24 H -1.35 -2.47 1.59  N10 1.057
25 H -3.91 1.01 0.42  S13 1.375

Results of the Löwdin charge analysis, in e, for atoms 1 through 4: -0.078, -0.041, -0.093, -0.137



Entry ii
Density functional theory data (wB97M-V/def2-TZVPD) for a 2-piece molecular cluster, C9H12NO2S overall.

Properties
charge = +1
Kohn-Sham gap = 7.90 eV

Last columns: bonded neighbours and bond lengths (Å).
Geometry (Å):
1 C -4.98 0.24 0.34  C2 1.451, C3 1.386, H14 1.079
2 C -4.71 -0.73 -0.71  C1 1.451, C4 1.373, H15 1.088
3 C -3.97 0.72 1.16  C1 1.386, C5 1.342, H16 1.045
4 C -3.43 -1.21 -0.89  C2 1.373, C6 1.397, H17 1.174
5 C -2.72 0.29 0.90  C3 1.342, C6 1.405, H18 1.150
6 C -2.44 -0.68 -0.07  C4 1.397, C5 1.405, N10 1.374
7 C 0.01 -1.06 -0.23  N10 1.170, O11 1.176
8 C 3.53 0.18 -1.42  S13 1.855, H19 1.091, H20 1.031, H21 1.080
9 C 3.45 1.18 1.21  S13 1.851, H22 1.048, H23 1.108, H24 1.050
10 N -1.15 -1.07 -0.37  C6 1.374, C7 1.170
11 O 1.18 -1.05 -0.16  C7 1.176
12 O 5.50 -0.23 0.43  S13 1.631, H25 0.899
13 S 3.88 -0.38 0.31  C8 1.855, C9 1.851, O12 1.631
14 H -6.00 0.59 0.37  C1 1.079
15 H -5.48 -1.17 -1.34  C2 1.088
16 H -4.17 1.42 1.91  C3 1.045
17 H -3.16 -1.93 -1.77  C4 1.174
18 H -1.85 0.76 1.48  C5 1.150
19 H 3.95 -0.69 -1.91  C8 1.091
20 H 3.93 1.11 -1.65  C8 1.031
21 H 2.45 0.22 -1.53  C8 1.080
22 H 3.94 1.70 0.45  C9 1.048
23 H 3.77 1.23 2.27  C9 1.108
24 H 2.41 1.30 1.32  C9 1.050
25 H 6.04 -0.73 -0.09  O12 0.899

Results of the Löwdin charge analysis, in e, for atoms 1 through 4: -0.041, -0.061, -0.097, -0.041



It is entry ii that is most stable; the runner-up trails by 1.309 eV.



Entry i
Density functional theory data (wB97M-V/def2-TZVPD) for one molecule with the formula C2H6OP2.

Properties
Kohn-Sham gap = 10.47 eV
SMILES string = P[C@@H]1O[C@H]1P

Last columns: bonded neighbours and bond lengths (Å).
Geometry (Å):
1 P -0.19 -2.11 0.81  C2 1.922, H6 1.484, H7 1.369
2 C -0.16 -0.20 0.69  P1 1.922, O3 1.402, C4 1.471, H8 1.005
3 O -1.40 0.46 0.56  C2 1.402, C4 1.402
4 C -0.63 0.33 -0.60  C2 1.471, O3 1.402, P5 2.112, H9 1.023
5 P 0.21 2.22 -1.03  C4 2.112, H10 1.350, H11 1.419
6 H -0.10 -2.25 2.28  P1 1.484
7 H 1.13 -2.28 0.46  P1 1.369
8 H 0.49 0.28 1.28  C2 1.005
9 H -1.07 -0.17 -1.38  C4 1.023
10 H 0.24 2.02 -2.36  P5 1.350
11 H 1.48 1.70 -0.70  P5 1.419

Results of the Löwdin charge analysis, in e, for atoms 1 through 4: 0.820, -0.591, -0.140, -0.447



Entry ii
Density functional theory data (wB97M-V/def2-TZVPD) for one molecule with the formula C2H6OP2.

Properties
Kohn-Sham gap = 8.15 eV

Last columns: bonded neighbours and bond lengths (Å).
Geometry (Å):
1 C -2.76 0.20 0.05  O3 1.405, H6 1.156, H7 1.110, H8 1.026
2 C 2.84 -0.21 0.10  P4 1.852, H9 1.064, H10 1.029, H11 1.050
3 O -1.59 0.64 -0.60  C1 1.405, P5 2.005
4 P 1.41 0.79 -0.51  C2 1.852, P5 2.025
5 P -0.05 -0.56 -0.12  O3 2.005, P4 2.025
6 H -2.88 -0.94 -0.05  C1 1.156
7 H -3.46 0.93 -0.40  C1 1.110
8 H -2.58 0.26 1.06  C1 1.026
9 H 2.50 -1.19 -0.13  C2 1.064
10 H 3.64 0.03 -0.51  C2 1.029
11 H 2.94 0.04 1.11  C2 1.050

Results of the Löwdin charge analysis, in e, for atoms 1 through 4: -0.282, -0.457, -0.569, 0.522



It is entry ii that is most stable; the runner-up trails by 1.020 eV.